a) C3H3N3O in the gas phase, computed with the ωB97M-V functional and the def2-TZVPD basis.

```
10
Properties=species:S:1:pos:R:3
O 1.92439 -0.43384 0.48911
C 0.89459 -0.05465 -0.29267
C 0.36976 1.26402 -0.21418
N -0.83671 1.26653 0.30621
N -1.58518 0.17626 0.42956
C -1.18165 -0.85200 -0.31202
N 0.08661 -1.00705 -0.67522
H 1.43058 -0.99504 1.11657
H 0.87278 2.20924 -0.39770
H -1.87515 -1.65881 -0.51853
```

The calculation puts the HOMO energy at -9.8 eV. Its LUMO energy is -0.04 eV. The value obtained for the HOMO-LUMO gap is 9.79 eV.

---

b) 2 unconnected molecules or ions with the total composition C3H3N3O, computed with the ωB97M-V functional and the def2-TZVPD basis.

```
10
Properties=species:S:1:pos:R:3
N 1.99446 -0.11611 0.32321
C 0.90915 -0.60951 0.10171
C -0.24710 -1.24310 -0.04936
C -1.53400 -0.65886 0.33967
O -1.69976 0.45337 0.79628
H 2.41945 0.48614 -0.37833
H -0.21812 -2.23859 -0.47844
H -2.39215 -1.34267 0.17759
N 0.89904 2.55042 -0.59273
N -0.13098 2.71892 -0.23961
```

The calculation puts the HOMO energy at -9.7 eV. Its LUMO energy is 0.49 eV. The value obtained for the HOMO-LUMO gap is 10.17 eV.

---

On energetic grounds, b) is preferred over the next structure by 1.920 eV.